(1)
{"formula": "C23H29BeN6O4", "method": "the ωB97M-V functional and the def2-TZVPD basis", "elements": ["Be", "N", "C", "C", "C", "C", "N", "C", "N", "N", "C", "O", "O", "H", "H", "H", "H", "H", "H", "H", "H", "H", "H", "H", "H", "H", "H", "O", "C", "N", "C", "O", "C", "C", "C", "C", "N", "C", "H", "H", "H", "H", "H", "H", "H", "H", "C", "C", "C", "C", "C", "C", "C", "C", "C", "C", "H", "H", "H", "H", "H", "H", "H"], "positions_angstrom": [[-0.021032, 0.383354, -1.255767], [0.418885, 0.160398, 0.546215], [-0.166197, -1.222598, 0.927882], [-0.924017, -1.121877, 2.279665], [-0.058281, -0.960700, 3.579882], [0.641284, -2.245035, 4.090779], [2.071748, -2.342470, 3.817656], [3.102221, -1.712090, 4.413833], [2.876796, -0.841468, 5.436412], [4.348385, -1.976413, 3.986258], [-1.153349, -1.582354, -0.244562], [-1.927509, -2.538932, -0.089885], [-1.133325, -0.764266, -1.310373], [1.436616, 0.094396, 0.798811], [-0.018664, 0.841431, 1.183530], [0.647817, -1.990491, 0.921988], [-1.568149, -1.989998, 2.412642], [-1.613798, -0.231579, 2.259051], [-0.659070, -0.564019, 4.385584], [0.719067, -0.217999, 3.416178], [0.192436, -3.065433, 3.526769], [0.406399, -2.444249, 5.166090], [2.305945, -2.850920, 2.938080], [1.936094, -0.844333, 5.830822], [3.577212, -0.582204, 6.145948], [4.527374, -2.670251, 3.294683], [5.097630, -1.476213, 4.426566], [-6.876013, 0.981888, 0.332147], [-6.408529, 2.295901, 0.212979], [-5.030122, 2.222360, -0.141576], [-4.503264, 3.112896, -1.039020], [-5.131022, 4.045101, -1.479733], [-3.004079, 2.985241, -1.373773], [-2.492055, 4.174227, -2.000949], [-1.150633, 4.181093, -2.252848], [-0.314245, 3.095180, -1.934797], [-0.814108, 1.944058, -1.411902], [-2.178754, 1.895805, -1.161830], [-7.831677, 0.907033, 0.406776], [-6.474490, 2.871641, 1.162771], [-6.913754, 2.871445, -0.576016], [-4.591029, 1.319285, 0.013951], [-3.159654, 4.882907, -2.445252], [-0.637772, 5.028979, -2.702577], [0.730623, 3.046599, -2.283630], [-2.533552, 0.977452, -0.690761], [2.486647, -3.156853, -4.397502], [1.133888, -2.713393, -4.267323], [0.766097, -1.588324, -3.588872], [1.783114, -0.783514, -2.931510], [1.495450, 0.304939, -2.073934], [2.490448, 1.140384, -1.634531], [3.819070, 0.847053, -1.990639], [4.159973, -0.288954, -2.681332], [3.176123, -1.135913, -3.191995], [3.503537, -2.403441, -3.904215], [2.706508, -4.043842, -4.963310], [0.324399, -3.334693, -4.670449], [-0.280259, -1.278570, -3.447819], [2.268427, 2.003313, -0.989433], [4.641696, 1.507293, -1.703159], [5.221530, -0.427085, -3.027043], [4.554974, -2.731176, -4.055610]], "forces_ev_per_angstrom": [[0.2, 0.2, 0.0], [0.7, -1.6, 1.6], [-0.2, 1.2, -0.6], [0.1, 0.4, 0.6], [0.5, -0.1, -0.7], [-1.0, -0.1, 0.1], [1.2, -0.1, -1.0], [-0.6, -0.4, 0.2], [-0.2, -0.5, 0.2], [-1.0, 1.0, 1.0], [-1.8, -0.6, -0.9], [1.7, 1.8, -0.2], [0.3, -1.3, 2.5], [-1.3, 0.7, -0.7], [0.4, -0.2, -0.4], [-0.6, 0.6, 0.1], [0.0, -0.1, -0.2], [0.6, -0.8, -0.2], [-0.4, 0.1, 0.1], [0.1, 0.3, -0.1], [0.1, -0.2, 0.3], [0.5, 0.2, -0.8], [-0.2, 0.6, 1.2], [0.4, 0.1, -0.4], [-0.2, -0.4, -1.0], [0.2, -0.3, -0.3], [0.4, -0.1, -0.2], [0.3, -0.5, 0.1], [-0.9, 1.0, 0.3], [1.1, -0.4, -0.7], [0.6, -1.0, 0.5], [-0.2, 0.3, -0.1], [-0.5, 1.2, -0.6], [0.1, -2.5, 0.2], [1.7, 0.2, 0.1], [-0.9, -1.3, -0.2], [-1.7, 1.0, -0.3], [1.1, 1.0, 0.6], [0.1, 0.4, 0.0], [-0.3, -0.4, -0.3], [0.0, -0.2, 0.2], [0.0, 0.4, 0.0], [-0.3, 0.5, 0.5], [-0.4, -0.1, -0.1], [-0.6, 0.1, 0.5], [0.1, 0.2, -0.4], [-0.3, 0.8, 0.0], [-0.8, -0.4, 0.0], [0.7, 0.5, 0.9], [1.6, -0.9, -1.0], [-1.3, -0.1, -0.1], [0.8, -0.5, -0.2], [1.0, 0.6, 0.4], [1.3, 0.5, -0.9], [-1.1, -1.8, -0.4], [0.0, 1.5, 0.6], [0.0, -0.3, 0.0], [0.5, 0.2, -0.1], [0.6, -0.4, -0.2], [0.2, -0.3, -0.2], [-0.3, 0.0, 0.0], [-1.1, 0.0, 0.7], [-0.8, 0.5, 0.2]], "lowdin_charge": [0.0727, 0.0950, -0.1944, -0.1388, -0.1675, -0.1593, 0.0751, -0.3924, 0.2051, 0.2126, -0.4737, 0.0552, -0.0687, 0.1255, 0.1106, 0.1559, 0.1156, 0.1370, 0.1063, 0.0964, 0.1299, 0.1386, 0.1782, 0.1205, 0.1480, 0.1276, 0.1304, -0.0208, -0.2689, 0.0842, -0.4238, 0.0819, -0.0592, 0.0344, -0.0304, -0.0415, 0.0502, -0.0070, 0.1002, 0.1382, 0.1304, 0.1404, 0.1237, 0.1181, 0.1196, 0.1160, -0.1021, -0.0878, -0.0344, -0.1550, -0.1419, -0.1554, -0.1142, -0.0815, -0.1515, -0.0331, 0.0952, 0.1061, 0.1064, 0.0872, 0.0967, 0.1252, 0.1134], "charge": 1, "de_lowest_kj_mol": 0.0, "homo_ev": -9.37, "e_tot_ev": -41851.1083}


(2)
{"formula": "C23H29BrMnN4OP2", "method": "the ωB97M-V functional and the def2-TZVPD basis", "elements": ["Mn", "O", "C", "C", "C", "N", "C", "Br", "C", "H", "H", "H", "H", "C", "P", "C", "C", "C", "P", "C", "C", "H", "H", "H", "H", "H", "H", "H", "H", "H", "H", "H", "H", "H", "H", "H", "H", "N", "C", "C", "C", "C", "C", "C", "N", "C", "C", "C", "C", "N", "C", "C", "H", "H", "H", "H", "H", "H", "H", "H", "H"], "positions_angstrom": [[0.103419, 0.241091, -0.093846], [-1.039256, -1.685886, 5.567665], [-0.746594, -1.103906, 4.427418], [-0.110751, 0.142299, 4.309151], [0.144961, 0.642222, 3.058974], [-0.201391, -0.014079, 1.928793], [-0.796642, -1.203219, 2.085202], [-1.170556, -2.033702, 0.399238], [-1.103041, -1.812108, 3.261845], [-0.772404, -1.175834, 6.346471], [0.183710, 0.702845, 5.186493], [0.649597, 1.591106, 2.931088], [-1.580881, -2.779222, 3.327724], [-0.081461, -1.112388, -3.330132], [0.038184, 0.486933, -2.513060], [1.527697, 1.300593, -3.107490], [-1.403203, 1.506507, -2.960276], [-1.531404, 2.671301, -1.983073], [-1.555006, 2.035639, -0.276146], [-3.187436, 1.337650, 0.044110], [-1.322832, 3.407303, 0.865911], [-0.107816, -0.935863, -4.409399], [-0.991346, -1.638540, -3.043056], [0.789864, -1.726902, -3.103437], [1.445752, 1.411909, -4.191789], [2.399061, 0.689659, -2.873580], [1.659687, 2.286485, -2.662348], [-2.290367, 0.868688, -2.952421], [-1.276361, 1.856995, -3.988337], [-2.443774, 3.247305, -2.160092], [-0.696856, 3.371027, -2.076257], [-3.940704, 2.115892, -0.101558], [-3.240113, 0.991037, 1.076820], [-3.409609, 0.501875, -0.618480], [-2.104973, 4.146376, 0.671166], [-0.353055, 3.884876, 0.729075], [-1.424456, 3.066746, 1.895888], [7.150900, -1.209133, -0.118054], [8.432140, -0.735192, -0.028169], [9.673521, -1.387856, -0.043245], [10.768442, -0.572333, 0.067945], [10.665291, 0.843479, 0.206834], [9.455774, 1.474038, 0.225294], [8.308855, 0.658785, 0.107224], [6.995570, 1.017673, 0.096749], [6.323175, -0.114215, -0.021707], [4.896168, -0.132541, -0.062386], [4.202581, 1.096159, 0.046865], [2.841791, 1.110355, 0.013245], [2.085756, -0.013316, -0.121794], [2.741264, -1.193996, -0.228506], [4.107036, -1.290607, -0.207532], [6.892360, -2.176514, -0.200896], [9.766741, -2.461068, -0.129919], [11.756854, -1.011999, 0.052034], [11.576216, 1.418989, 0.293575], [9.366273, 2.547316, 0.313217], [4.772127, 2.008257, 0.160827], [2.306814, 2.052955, 0.099077], [2.126904, -2.081319, -0.326813], [4.552203, -2.271626, -0.298719]], "forces_ev_per_angstrom": [[0.2, 0.5, 0.0], [0.0, 0.1, -0.1], [-0.1, -0.2, 0.2], [0.0, 0.0, -0.1], [0.0, 0.0, 0.0], [-0.1, 0.0, 0.1], [-0.1, -0.1, 0.0], [-0.1, -0.2, 0.1], [0.1, 0.2, 0.0], [0.0, 0.0, 0.0], [0.0, 0.0, 0.0], [0.0, 0.0, 0.0], [0.0, 0.0, 0.0], [0.0, 0.0, -0.2], [0.0, -0.1, 0.3], [0.0, 0.1, -0.1], [0.0, 0.0, -0.2], [-0.1, 0.1, 0.0], [0.1, -0.3, 0.0], [-0.1, 0.1, 0.0], [-0.1, 0.1, 0.0], [0.0, -0.1, 0.0], [0.0, 0.0, 0.0], [0.0, 0.0, 0.0], [0.0, 0.0, 0.0], [0.0, 0.0, 0.0], [0.0, 0.0, 0.0], [0.0, 0.0, 0.0], [0.0, 0.0, 0.0], [0.0, 0.0, 0.0], [0.0, 0.0, 0.0], [0.0, 0.0, 0.0], [0.0, 0.0, 0.0], [0.0, 0.0, 0.0], [0.0, 0.0, 0.0], [0.0, 0.0, 0.0], [0.0, 0.0, 0.0], [0.0, 0.1, 0.1], [0.1, -0.4, 0.0], [-0.1, 0.2, 0.0], [0.1, 0.1, 0.1], [0.0, -0.2, -0.1], [0.0, -0.1, -0.1], [-0.1, 0.4, 0.0], [0.1, -0.1, 0.1], [-0.1, 0.0, -0.1], [-0.1, 0.1, 0.0], [0.1, 0.0, 0.0], [0.0, 0.0, 0.0], [0.2, -0.2, -0.1], [0.0, 0.1, 0.0], [0.1, -0.1, 0.0], [0.0, 0.0, 0.0], [0.0, 0.0, 0.0], [0.0, 0.0, 0.0], [0.0, 0.0, 0.0], [0.0, 0.0, 0.0], [0.0, 0.0, 0.0], [0.0, 0.0, 0.0], [0.0, 0.0, 0.0], [0.0, 0.0, 0.0]], "lowdin_charge": [0.5155, 0.1779, -0.2605, 0.0592, -0.0784, -0.1179, -0.6512, 0.9408, 0.0281, 0.1598, 0.1448, 0.1328, 0.1490, -0.2021, 0.8343, -0.1989, -0.3558, -0.3613, 0.8308, -0.2073, -0.2062, 0.0844, 0.0582, 0.0655, 0.0840, 0.0604, 0.0636, 0.1012, 0.1188, 0.1184, 0.1005, 0.0822, 0.0629, 0.0550, 0.0825, 0.0639, 0.0557, 0.1858, -0.1641, 0.0044, -0.0335, -0.0435, 0.0114, -0.2036, 0.2029, -0.2885, -0.0843, 0.0319, -0.1355, -0.1296, -0.1094, 0.0309, 0.1648, 0.1205, 0.1208, 0.1180, 0.1228, 0.1306, 0.1168, 0.1135, 0.1262], "multiplicity": 5, "charge": 3, "homo_ev": [-14.70, -14.65], "e_tot_ev": -152246.9890}


(3)
{"formula": "C23H29BrN4O3", "method": "the ωB97M-V functional and the def2-TZVPD basis", "elements": ["C", "H", "H", "H", "C", "N", "C", "H", "C", "N", "C", "O", "C", "N", "C", "O", "N", "C", "C", "C", "C", "C", "C", "H", "Br", "H", "H", "H", "C", "C", "C", "C", "C", "C", "H", "C", "H", "H", "H", "C", "H", "H", "H", "H", "H", "O", "H", "H", "H", "H", "H", "C", "C", "H", "H", "H", "H", "H", "H", "H"], "positions_angstrom": [[-1.346229, -4.980562, 1.666359], [-2.294086, -4.651504, 2.083571], [-0.540628, -4.424946, 2.139426], [-1.209344, -6.033692, 1.899020], [-1.353117, -4.791491, 0.153879], [-1.825938, -3.477211, -0.249772], [-1.055604, -2.365161, 0.252127], [-1.565133, -1.449032, -0.061136], [0.412098, -2.284892, -0.226669], [1.034520, -1.058961, 0.212566], [1.251074, -0.023103, -0.608289], [1.073285, -0.021236, -1.806809], [1.881152, 1.214227, 0.102086], [1.293272, 2.447669, -0.402249], [1.673027, 3.024181, -1.586326], [1.045694, 3.888746, -2.150830], [2.894223, 2.606877, -2.084808], [3.782795, 1.807179, -1.413169], [5.104800, 1.661094, -1.828703], [5.979587, 0.874111, -1.105543], [5.534733, 0.239335, 0.042215], [4.223114, 0.362322, 0.467294], [3.348304, 1.145964, -0.262202], [3.878216, -0.147267, 1.354029], [6.736415, -0.840161, 1.047578], [7.001957, 0.756156, -1.429163], [5.441689, 2.165403, -2.721190], [3.169523, 3.034867, -2.956735], [0.057337, 2.871866, 0.169663], [-0.099608, 4.205813, 0.515388], [-1.292301, 4.626678, 1.071873], [-2.333132, 3.740680, 1.310788], [-2.169131, 2.394741, 0.969999], [-0.977127, 1.977531, 0.398288], [-0.858730, 0.943147, 0.114989], [-3.272062, 1.408858, 1.205519], [-3.530034, 1.367552, 2.263375], [-4.167693, 1.700746, 0.658399], [-2.979438, 0.413333, 0.882412], [-3.614378, 4.223566, 1.917687], [-3.820662, 3.700122, 2.850857], [-3.565374, 5.289866, 2.121677], [-4.449981, 4.038536, 1.243563], [-1.414303, 5.668889, 1.329031], [0.697708, 4.907764, 0.329232], [1.668699, 1.106441, 1.482745], [1.998986, 1.903582, 1.915315], [1.127514, -0.895852, 1.204357], [0.450944, -2.287363, -1.318012], [0.987977, -3.129854, 0.159791], [-1.073700, -2.397254, 1.344596], [-2.104872, -3.407825, -1.677654], [-3.495613, -3.953270, -1.992489], [-4.236446, -3.441458, -1.384639], [-3.560413, -5.018592, -1.788915], [-3.726030, -3.790730, -3.042131], [-2.068245, -2.360851, -1.985006], [-1.351628, -3.955395, -2.266279], [-2.046466, -5.516678, -0.276890], [-0.351187, -5.013500, -0.254101]], "forces_ev_per_angstrom": [[0.0, 0.0, -0.3], [-0.1, 0.0, 0.1], [0.1, 0.1, 0.1], [0.0, -0.1, 0.1], [-0.1, 0.0, 0.2], [0.0, -0.1, 0.0], [0.3, 0.1, -0.1], [0.1, 0.0, 0.1], [-0.3, -0.2, -0.1], [-0.1, -0.3, 0.4], [0.1, 0.2, 0.5], [-0.1, 0.2, -0.2], [0.1, -0.1, -0.5], [0.0, -0.2, 0.4], [0.5, 0.1, -0.4], [-0.2, 0.1, -0.2], [-0.1, 0.2, -0.4], [0.2, -0.3, 0.5], [-0.2, 0.0, 0.0], [-0.1, -0.1, 0.1], [0.1, -0.2, 0.2], [0.2, 0.1, -0.1], [0.1, 0.3, -0.2], [0.0, 0.0, 0.0], [-0.1, 0.1, -0.1], [0.1, 0.0, 0.0], [0.1, 0.1, -0.1], [-0.2, 0.0, 0.2], [-0.3, 0.3, 0.1], [0.0, -0.2, 0.0], [0.0, -0.1, 0.0], [0.1, 0.0, 0.0], [0.1, 0.1, 0.0], [0.1, 0.2, -0.1], [-0.1, -0.1, 0.0], [0.0, 0.1, 0.0], [-0.1, -0.1, 0.1], [-0.1, 0.0, 0.0], [0.0, -0.1, 0.0], [0.0, 0.0, 0.0], [-0.1, 0.0, 0.1], [0.0, 0.1, 0.0], [-0.1, 0.0, 0.0], [0.0, 0.1, 0.0], [0.1, 0.0, 0.0], [0.0, -0.1, 0.0], [0.0, 0.0, 0.0], [0.0, 0.1, -0.1], [0.0, -0.1, 0.1], [0.0, 0.0, -0.1], [0.0, 0.1, 0.0], [-0.3, -0.1, 0.0], [0.3, 0.1, 0.0], [-0.1, 0.1, 0.0], [-0.1, -0.1, 0.0], [-0.1, -0.1, -0.1], [0.1, 0.0, 0.0], [0.0, 0.1, 0.0], [0.1, 0.0, 0.0], [-0.1, 0.0, 0.0]], "lowdin_charge": [-0.0859, 0.0798, 0.0611, 0.0715, -0.2604, -0.1962, -0.1818, 0.1074, -0.1370, 0.0946, -0.4317, 0.1107, -0.3497, 0.1077, -0.4765, 0.1003, 0.1741, -0.1793, -0.0019, -0.1195, -0.6770, -0.0607, -0.0659, 0.1131, 0.7220, 0.1031, 0.1158, 0.1632, -0.1890, -0.0037, -0.0287, -0.2367, -0.2149, 0.0489, 0.1052, -0.0350, 0.0848, 0.0858, 0.0638, -0.0471, 0.0822, 0.0753, 0.0835, 0.1102, 0.1198, 0.0424, 0.1372, 0.1430, 0.1223, 0.1210, 0.1126, -0.2604, -0.0848, 0.0741, 0.0595, 0.0695, 0.1172, 0.1183, 0.1075, 0.1149], "smiles": "CCN(CC)CCNC(=O)[C@@]1(O)c2cc(Br)ccc2NC(=O)N1c1ccc(C)c(C)c1", "de_lowest_kj_mol": 30.3, "homo_ev": -8.34, "e_tot_ev": -106468.9825}